# C28H34Cl4F6O24

A structure of composition C28H34Cl4F6O24 in a non-equilibrium geometry (ωB97M-V with the def2-TZVPD basis set, the Open Molecules 2025 dataset).

Calculated values
Net charge: +1
Lowest unoccupied orbital energy (alpha / beta) in eV: -2.983 / -10.061
HOMO-LUMO gap (alpha / beta) in eV: 9.80 / 2.72
Multiplicity: 2
DFT total energy in eV: -145108.6739
HOMO energy (alpha / beta) in eV: -12.8 / -12.8

The geometry in XYZ format:
```
96
Properties=species:S:1:pos:R:3:forces:R:3
C 9.977821 6.222132 40.556956 -0.190 0.346 0.821
C 10.241634 6.265130 39.076143 -0.870 -0.035 0.544
C 11.675781 6.618412 38.665014 -1.595 -1.165 2.035
O 11.843025 5.643842 37.643360 4.020 2.987 -0.195
C 10.929108 4.748026 37.607339 -3.148 -0.947 -2.473
O 10.831298 4.078606 36.597335 -0.053 -0.825 1.784
O 10.023079 4.930501 38.596553 1.082 -0.911 -0.952
H 9.176699 5.566410 40.898047 -0.512 0.198 -0.775
H 9.763481 7.217008 40.947301 0.180 -0.005 0.112
H 10.800761 5.767962 41.108869 0.520 0.375 -0.205
H 9.587589 6.882414 38.460289 -0.492 0.191 0.494
H 12.257983 6.379966 39.555123 0.823 0.122 -0.427
H 11.714823 7.680138 38.421501 0.508 -0.382 -0.750
C 13.302568 -0.155175 33.634649 -1.185 -0.727 0.977
C 12.844852 1.285606 33.733952 0.380 -1.551 -1.145
C 13.387678 2.088740 34.847262 -1.221 -0.482 2.116
O 13.884266 3.270059 34.253486 0.679 0.797 -0.204
C 13.992353 3.042530 32.904773 0.698 3.506 -1.580
O 14.460752 3.881318 32.076384 -1.282 -2.954 3.276
O 13.401310 1.926413 32.657244 2.277 1.007 -4.585
H 12.708630 -0.677063 34.384972 -0.316 -0.490 -0.164
H 14.318898 -0.425962 33.920723 0.284 0.875 -0.231
H 13.097037 -0.555548 32.641899 -0.086 0.063 0.149
H 11.817344 1.469229 33.419936 -0.743 -0.783 1.467
H 14.140878 1.568286 35.438787 0.346 0.013 -0.339
H 12.526937 2.218023 35.503393 0.242 1.062 0.373
C 15.602260 -3.741715 35.135466 0.040 -0.601 0.075
Cl 15.602399 -5.067574 33.939588 0.051 0.177 -0.054
Cl 13.992995 -3.584107 35.869709 0.136 0.265 -0.122
H 16.280863 -4.063900 35.925282 -0.046 0.338 -0.191
H 15.905544 -2.827062 34.626024 -0.149 -0.102 0.193
C 14.748143 6.893686 35.012017 -0.667 0.091 -1.257
Cl 14.979169 7.813622 36.472932 0.260 -0.504 0.274
Cl 16.332966 6.104309 34.798475 0.056 0.406 0.336
H 13.983655 6.116822 34.999907 0.033 0.080 0.593
H 14.565614 7.594562 34.197429 0.278 -0.179 -0.047
C 11.970932 6.128723 30.471343 0.019 -2.443 0.551
C 11.900779 7.106159 31.587336 -1.800 -0.220 -2.537
O 12.607386 8.221576 31.079682 -0.114 0.666 2.534
C 12.885045 8.027254 29.839184 1.310 0.201 -5.220
O 13.689688 8.665685 29.153388 -2.734 -2.198 2.166
O 12.044281 6.922775 29.379191 2.050 3.534 -1.891
F 12.486243 6.647180 32.644776 1.079 -0.449 2.957
H 11.100849 5.473259 30.433607 -0.024 0.091 -0.090
H 12.860142 5.499077 30.502425 0.189 -0.244 0.482
H 10.828627 7.285530 31.667285 0.113 0.953 1.108
C 11.646116 0.013863 28.097172 -0.429 -0.005 1.904
C 12.135880 0.472190 29.512920 -0.340 -0.597 -1.198
O 11.896250 1.860736 29.476820 1.213 -0.489 1.047
C 11.635102 2.287559 28.228272 -1.876 1.915 -0.661
O 11.405827 3.448706 27.951860 0.944 -2.101 0.435
O 11.408205 1.241696 27.426776 1.009 0.009 -0.997
F 13.485503 0.155321 29.760628 -1.523 0.670 -0.241
H 10.677553 -0.461295 28.252801 0.108 -0.027 -0.216
H 12.312117 -0.731300 27.662102 0.174 0.649 -0.531
H 11.477158 0.004143 30.244440 0.701 0.166 0.473
C 13.083876 -3.420669 32.066861 1.326 -0.537 -1.648
C 12.581939 -4.699822 31.410830 0.819 0.368 0.977
O 11.917502 -4.265620 30.242367 0.406 -1.575 0.157
C 11.669627 -2.968232 30.298307 -0.074 1.530 0.311
O 10.966597 -2.362379 29.527499 1.155 -0.675 1.285
O 12.380331 -2.422590 31.354630 -1.848 0.891 -0.300
F 11.709600 -5.323572 32.232487 -0.693 -0.309 0.040
H 14.116402 -3.267040 31.753196 0.287 -0.183 0.218
H 13.104259 -3.468498 33.155623 -0.948 0.532 -0.073
H 13.427413 -5.374438 31.275971 -0.400 -0.208 -0.861
C 17.149965 6.735779 31.470950 0.545 0.772 -1.033
C 16.505689 8.143700 31.349253 1.725 -1.358 0.680
O 17.455463 8.950308 32.067954 -0.282 0.175 -0.721
C 18.364301 8.182458 32.745822 1.702 3.044 2.048
O 19.237109 8.632359 33.508150 -2.902 -1.563 -2.525
O 18.121220 6.927973 32.508258 0.049 -2.370 0.309
F 15.368523 8.104811 32.055840 -1.282 0.414 0.786
H 17.705374 6.493689 30.564844 -0.015 -0.038 -0.053
H 16.481622 5.904568 31.695688 -0.106 0.295 0.199
H 16.275521 8.471016 30.335358 0.318 0.412 0.209
C 19.455285 -1.026565 31.115728 -0.231 -1.049 0.148
C 19.762113 -1.567237 32.478760 0.780 -1.926 -2.769
O 18.554838 -1.643303 33.101442 -1.213 -2.408 2.674
C 17.596864 -1.086459 32.374836 -2.422 1.160 0.667
O 16.391632 -1.032906 32.551603 2.206 -0.796 0.456
O 18.211780 -0.420685 31.457675 0.051 2.210 -4.370
F 20.532478 -0.698988 33.039371 2.166 2.185 2.659
H 19.354189 -1.861039 30.421803 -0.585 0.186 -0.293
H 20.266603 -0.400448 30.744462 -0.646 0.581 0.221
H 20.267739 -2.528650 32.388642 -0.155 -0.229 0.699
C 15.207131 3.447741 37.296581 -1.613 1.701 1.122
C 14.380835 2.751840 38.369641 -0.591 0.903 -1.895
O 14.314216 3.703772 39.417357 0.432 0.177 -0.496
C 15.244157 4.671416 39.224050 3.987 0.659 3.241
O 15.570143 5.487787 40.115139 -1.700 -2.758 -4.631
O 16.048237 4.313436 38.055798 -0.626 1.129 2.219
F 14.932044 1.583506 38.681571 0.075 -0.679 1.121
H 14.480721 4.195586 36.978527 -0.322 -0.489 -1.565
H 15.647321 2.840519 36.505633 0.327 0.261 0.483
H 13.358797 2.668516 38.000060 -0.109 -0.767 0.307
```
Forces are in eV/Å.